{"formula": "C15H12BF9NO14S", "method": "ωB97M-V with the def2-TZVPD basis set", "elements": ["C", "C", "O", "N", "C", "C", "C", "C", "C", "F", "F", "C", "F", "F", "C", "F", "F", "C", "F", "F", "F", "O", "S", "O", "O", "O", "C", "O", "H", "H", "H", "H", "H", "H", "H", "H", "H", "H", "H", "H", "B", "O", "C", "O", "C", "O", "O", "O", "C", "O", "C", "O", "O"], "xyz": [[-0.68637, -0.43105, 3.20392], [-1.24222, 1.05441, 3.03762], [-2.47991, 1.21357, 3.22299], [-0.44770, 2.26473, 2.73240], [0.66574, 2.48970, 3.69776], [-0.01838, 2.33984, 1.30879], [1.50547, 1.95094, 0.92058], [1.86568, 0.41885, 1.20463], [3.34169, -0.00907, 0.78543], [4.00792, -0.50685, 1.94190], [4.03316, 1.21714, 0.45609], [3.46534, -0.93811, -0.50164], [4.77641, -1.52448, -0.49523], [3.41322, -0.17195, -1.70264], [2.42441, -2.14372, -0.61632], [1.17030, -1.76249, -1.17830], [2.97968, -3.04232, -1.58561], [2.25374, -3.03421, 0.71553], [1.24317, -2.59515, 1.58092], [1.83254, -4.32039, 0.26020], [3.48837, -3.28146, 1.37148], [0.02540, 3.81454, 1.09985], [-1.60694, 4.18003, 0.95364], [-2.31417, 4.60606, 2.20239], [-1.97089, 5.02346, -0.23266], [-2.29957, 2.67022, 0.53389], [-1.10682, 1.91951, 0.17583], [-1.20355, 0.55162, -0.18483], [0.33595, -0.50041, 3.71562], [-1.41678, -1.01333, 3.85390], [-0.69303, -0.94435, 2.17372], [1.24506, 1.55604, 3.99938], [0.17654, 2.88480, 4.66659], [1.32905, 3.34740, 3.32751], [1.59154, 2.11489, -0.21883], [2.20081, 2.70697, 1.41268], [1.80425, 0.27917, 2.34842], [1.02784, -0.21722, 0.77150], [-0.71389, 2.51276, -0.72816], [-1.78863, 0.04148, 0.42134], [-2.47785, -1.90172, -3.89625], [-3.20932, -3.14732, -3.60728], [-3.54447, -3.11641, -2.31794], [-4.15630, -3.98891, -1.75192], [-3.05576, -1.87013, -1.71290], [-3.19492, -1.53610, -0.55882], [-2.42483, -1.14462, -2.63268], [-1.12245, -2.19009, -4.39489], [-1.02307, -1.64102, -5.60682], [-0.03602, -1.69285, -6.29846], [-2.28790, -0.97857, -5.95077], [-2.52609, -0.38876, -6.97575], [-3.15545, -1.12511, -4.94781]], "multiplicity": 1, "charge": -1, "gap_ha": 0.340, "e_homo_ev": -7.43}